Entry 1:
DFT (ωB97M-V/def2-TZVPD) results for a cluster of 2 separate species, C4H12 in total at a distorted geometry.

Its spin multiplicity is 1. The HOMO energy is -11.06 eV. The energy relative to the best compared isomer or geometry (same formula, charge and spin) is 1.232 eV. The value obtained for the frontier orbital gap is 12.2 eV. The structure (SMILES) is CC.CC.

Structure (XYZ):
```
16
Properties=species:S:1:pos:R:3:mulliken_charge:R:1
C 1.801 0.796 0.098 -0.59
C 2.513 0.277 1.311 -0.99
H 2.360 1.622 -0.289 0.33
H 1.939 0.180 -0.824 0.26
H 0.762 1.113 0.334 0.09
H 2.151 -0.605 1.768 0.32
H 2.083 0.948 2.132 0.24
H 3.559 0.265 1.344 0.33
C -2.498 0.147 -0.704 -0.65
C -1.797 -1.224 -0.756 -0.68
H -3.063 0.372 -1.723 0.22
H -3.367 -0.034 -0.071 0.24
H -1.778 0.977 -0.357 0.18
H -0.800 -1.025 -1.137 0.18
H -2.296 -2.137 -1.210 0.31
H -1.660 -1.650 0.329 0.20
```

Entry 2:
DFT (ωB97M-V/def2-TZVPD) results for a cluster of 2 separate species, C2HF3Si in total at a distorted geometry.

Its spin multiplicity is 1. The HOMO energy (spin up / spin down) is -11.76 / -11.76 eV. The energy relative to the best compared isomer or geometry (same formula, charge and spin) is 6.559 eV. The value obtained for the frontier orbital gap (spin up / spin down) is 8.7 / 8.6 eV.

Structure (XYZ):
```
7
Properties=species:S:1:pos:R:3:mulliken_charge:R:1
C 0.071 4.895 -0.517 0.02
C 1.067 4.346 -0.753 -0.01
F -1.995 -0.456 1.300 -0.26
F -0.443 1.304 0.692 -0.17
F 0.295 -0.433 2.464 -0.29
Si -0.442 -0.219 1.019 0.77
H -0.041 -1.167 0.058 -0.06
```

Entry 3:
DFT (ωB97M-V/def2-TZVPD) results for a structure of composition C21H21N5O4S4SbW.

Its spin multiplicity is 2. The HOMO energy (spin up / spin down) is -7.33 / -7.62 eV. The energy relative to the best compared isomer or geometry (same formula, charge and spin) is 1.431 eV. The value obtained for the frontier orbital gap (spin up / spin down) is 5.6 / 6.0 eV. Its expectation value of S² is 0.788.

Structure (XYZ):
```
57
Properties=species:S:1:pos:R:3:mulliken_charge:R:1
W 0.110 -0.483 0.571 1.23
O -0.328 -3.629 -2.015 -0.67
C -0.223 -2.542 -1.510 0.12
O 0.282 -2.301 -0.324 -0.55
C -0.588 -1.295 -2.254 1.06
C -0.896 -1.390 -3.616 -1.14
C -1.051 -0.237 -4.318 -0.61
C -0.935 1.007 -3.663 1.12
C -1.087 2.216 -4.374 -0.92
C -1.003 3.415 -3.727 -0.58
C -0.782 3.439 -2.340 -0.92
C -0.627 2.284 -1.623 0.04
C -0.674 1.034 -2.269 0.56
N -0.491 -0.158 -1.582 0.32
H -0.953 -2.374 -4.056 0.58
H -1.253 -0.251 -5.382 0.43
H -1.273 2.167 -5.440 0.39
H -1.113 4.343 -4.273 0.40
H -0.725 4.385 -1.816 0.45
H -0.453 2.350 -0.564 -0.26
S 0.625 4.386 1.513 -0.57
Sb 0.849 2.342 2.354 0.42
S 1.734 1.102 0.293 -0.30
S -1.254 1.081 1.465 -0.42
C -3.570 -1.896 2.838 -1.88
C -2.214 -1.695 2.248 1.12
N -1.975 -1.532 0.964 0.42
O -2.992 -1.671 0.056 -0.51
C -1.036 -1.505 3.013 -0.10
C -0.953 -1.212 4.469 -1.81
N 0.062 -1.676 2.220 0.38
O 1.120 -0.795 2.234 -0.57
H -4.284 -1.174 2.432 0.43
H -3.531 -1.754 3.915 0.43
H -3.950 -2.905 2.655 0.38
H -3.783 -1.987 0.517 0.38
H -1.268 -2.064 5.077 0.36
H -1.584 -0.360 4.731 0.37
H 0.075 -0.968 4.730 0.38
N 4.584 -1.282 0.544 -0.37
C 3.695 -1.917 -0.242 0.17
S 3.261 -1.295 -1.738 -0.31
N 3.133 -3.051 0.232 -0.06
C 3.406 -3.706 1.459 -0.15
C 4.711 -3.991 1.849 -0.03
C 4.944 -4.651 3.047 -0.56
C 3.883 -5.058 3.842 -0.42
C 2.582 -4.799 3.433 -0.72
C 2.340 -4.117 2.252 -0.17
H 4.847 -0.360 0.244 0.28
H 4.654 -1.508 1.523 0.24
H 2.357 -3.388 -0.317 0.17
H 5.536 -3.708 1.208 0.53
H 5.962 -4.866 3.347 0.39
H 4.069 -5.583 4.770 0.38
H 1.748 -5.121 4.044 0.40
H 1.331 -3.887 1.933 0.28
```

Entry 4:
DFT (ωB97M-V/def2-TZVPD) results for a structure of composition C21H21F3N6O3RhS.

Its spin multiplicity is 1. The HOMO energy is -11.51 eV. Its charge is +1. The value obtained for the frontier orbital gap is 7.3 eV.

Structure (XYZ):
```
56
Properties=species:S:1:pos:R:3:mulliken_charge:R:1
Rh 0.434 0.044 0.368 0.72
S 2.738 -0.107 0.779 -0.30
C 2.072 -0.226 2.384 0.63
C 2.658 -0.439 3.625 -0.82
C 1.819 -0.596 4.709 -0.05
C 0.430 -0.548 4.553 -1.10
C -0.091 -0.330 3.302 -0.41
N 0.744 -0.147 2.275 0.41
H 3.733 -0.506 3.713 0.47
H 2.240 -0.780 5.688 0.41
H -0.233 -0.699 5.391 0.45
H -1.151 -0.320 3.090 0.72
C -2.330 1.996 1.741 -1.13
C -2.580 0.871 0.799 0.74
N -1.671 0.095 0.224 0.31
C -2.350 -0.816 -0.569 -1.01
C -3.676 -0.584 -0.462 -0.38
N -3.810 0.482 0.404 0.16
C -5.099 1.011 0.847 -1.45
N -5.837 0.040 1.587 0.67
N -6.577 -0.875 0.894 -0.54
N -6.972 -1.786 1.683 -0.51
C -6.479 -1.522 2.948 0.17
C -6.637 -2.224 4.145 -0.67
C -6.018 -1.708 5.259 -0.54
C -5.267 -0.516 5.196 -0.70
C -5.108 0.188 4.023 -0.61
C -5.731 -0.349 2.894 1.37
H -1.273 2.051 1.982 0.20
H -2.888 1.864 2.668 0.02
H -2.625 2.951 1.302 0.50
H -1.831 -1.574 -1.127 0.62
H -4.532 -1.076 -0.891 0.51
H -5.688 1.279 -0.027 0.26
H -4.927 1.896 1.453 0.67
H -7.226 -3.130 4.181 0.44
H -6.113 -2.216 6.209 0.39
H -4.814 -0.139 6.103 0.41
H -4.557 1.119 4.000 0.37
C 1.323 4.303 0.289 -1.37
C 1.171 2.877 -0.116 1.08
C 1.712 2.456 -1.438 -1.26
O 0.590 2.102 0.646 -0.30
H 2.273 4.709 -0.055 0.41
H 1.221 4.409 1.365 0.35
H 0.531 4.877 -0.200 0.34
H 1.431 3.188 -2.198 0.39
H 1.379 1.464 -1.741 0.29
H 2.804 2.457 -1.378 0.37
F 1.273 -4.183 -1.236 -0.25
C 0.399 -4.167 -0.224 0.77
F -0.840 -4.233 -0.747 -0.25
F 0.595 -5.241 0.523 -0.23
C 0.546 -2.867 0.607 0.45
O 0.814 -2.895 1.778 -0.51
O 0.317 -1.833 -0.149 -0.69
```

Here are the calculated total energy numbers, same order: -4341.296; -18116.685; -89463.247; -59192.008 (eV).